Entry 1:
{
  "formula": "C35H58F8NO15P",
  "method": "ωB97M-V/def2-TZVPD",
  "species": ["C", "C", "C", "N", "C", "C", "C", "C", "C", "H", "H", "H", "H", "H", "H", "H", "H", "H", "H", "H", "H", "H", "H", "H", "H", "H", "H", "P", "F", "F", "F", "F", "F", "F", "C", "O", "C", "O", "O", "C", "H", "H", "H", "H", "H", "H", "C", "O", "C", "O", "O", "C", "H", "H", "H", "H", "H", "H", "C", "O", "C", "O", "O", "C", "H", "H", "H", "H", "H", "H", "C", "O", "C", "O", "O", "C", "H", "H", "H", "H", "H", "H", "C", "O", "C", "O", "O", "C", "H", "H", "H", "H", "H", "H", "F", "C", "C", "C", "C", "C", "C", "H", "H", "H", "H", "H", "F", "C", "C", "C", "C", "C", "C", "H", "H", "H", "H", "H"],
  "positions_angstrom": [[-1.955796, -3.341973, 1.764537], [-2.745196, -2.141713, 2.180957], [-1.908536, -0.943403, 2.726587], [-2.808486, 0.316337, 2.999887], [-3.684456, -0.020703, 4.153867], [-1.835846, 1.543267, 3.230057], [-2.552146, 2.825987, 2.792927], [-3.749946, 2.387817, 1.969197], [-3.623056, 0.846637, 1.808437], [-1.164986, -3.721473, 2.411607], [-1.508526, -3.091843, 0.802517], [-2.571706, -4.208593, 1.524257], [-3.529446, -2.368353, 2.903237], [-3.235976, -1.718323, 1.304617], [-1.098716, -0.674273, 2.048457], [-1.356956, -1.198983, 3.631307], [-3.150396, -0.644063, 4.871017], [-4.570486, -0.485673, 3.721607], [-4.057176, 0.956107, 4.462117], [-1.336646, 1.550587, 4.198997], [-1.002786, 1.415067, 2.538927], [-2.843586, 3.513197, 3.587217], [-1.933076, 3.525827, 2.231607], [-4.698926, 2.659597, 2.431447], [-3.725156, 2.942997, 1.031497], [-4.608696, 0.381327, 1.818927], [-3.074206, 0.429397, 0.964187], [-0.175216, -0.047513, -0.896033], [0.508174, -1.091743, -1.983173], [1.198254, 0.674207, -0.754653], [-0.536806, 0.949687, -2.088883], [-0.888806, 0.909567, 0.138317], [-1.614146, -0.758613, -1.099053], [0.134094, -1.174283, 0.199747], [-1.735506, 8.758927, -3.814993], [-0.888416, 7.654977, -3.357233], [-1.479396, 6.433767, -2.931263], [-2.653766, 6.294807, -2.589873], [-0.633366, 5.564227, -2.777443], [-1.055926, 4.321717, -2.163083], [-1.862666, 9.478817, -3.006483], [-2.733466, 8.484127, -4.156563], [-1.228476, 9.280947, -4.626483], [-1.152546, 4.453277, -1.085373], [-0.276256, 3.560857, -2.199233], [-1.894936, 3.835627, -2.660943], [3.035734, 2.900927, -1.863783], [4.325814, 3.546937, -1.740233], [5.151454, 3.150987, -0.727343], [5.042144, 2.318287, 0.172777], [6.250694, 3.865477, -0.889823], [7.309174, 3.641257, -0.012153], [3.079134, 1.890127, -2.269373], [2.461934, 3.521267, -2.552283], [2.573564, 2.945747, -0.877633], [8.229294, 4.218527, -0.102883], [7.587304, 2.588197, -0.054793], [6.973524, 3.819647, 1.009417], [3.370784, -0.270363, -4.444153], [3.831154, -1.518973, -3.890193], [2.936124, -2.578833, -3.725583], [3.288734, -3.664813, -3.312563], [1.737034, -2.277303, -4.251733], [0.612964, -3.167803, -4.261213], [4.063684, 0.563817, -4.333963], [2.534894, 0.121907, -3.864913], [2.999864, -0.393403, -5.461683], [0.297214, -3.342763, -5.289703], [-0.190346, -2.648953, -3.738153], [0.734224, -4.116793, -3.738903], [3.690434, -0.679833, 0.418977], [3.881394, -1.795243, -0.389783], [4.076604, -3.026313, 0.072217], [4.326314, -3.977933, -0.733403], [3.889044, -3.100083, 1.474967], [4.030964, -4.370393, 2.132387], [4.598644, -0.519423, 0.999947], [2.771534, -0.712193, 1.004367], [3.608254, 0.235097, -0.167763], [3.855584, -4.281403, 3.204497], [5.074464, -4.662933, 2.015647], [3.427234, -5.157733, 1.681047], [-0.061396, -7.857833, -0.962783], [0.933524, -7.153953, -1.689853], [1.261744, -5.877033, -1.541863], [2.379024, -5.553273, -1.868213], [0.222594, -5.106513, -1.238023], [0.447674, -3.816343, -0.909553], [0.302174, -8.049813, 0.046707], [-0.293996, -8.785963, -1.484873], [-0.939266, -7.282543, -0.668703], [-0.430856, -3.174673, -0.842053], [1.159194, -3.302973, -1.556313], [1.001364, -3.878533, 0.027277], [-6.840416, 3.796927, -2.031523], [-6.169366, 2.581017, -1.915923], [-4.770356, 2.581637, -1.870383], [-4.081126, 1.370817, -1.661193], [-4.847956, 0.152147, -1.639793], [-6.234146, 0.237967, -1.791113], [-6.907166, 1.446277, -1.929253], [-4.190316, 3.491117, -1.817483], [-3.020416, 1.252167, -1.496223], [-4.401026, -0.787633, -1.350883], [-6.847146, -0.649353, -1.733663], [-7.970236, 1.470247, -2.118233], [1.246274, 1.947307, 4.033217], [1.382334, 0.653177, 4.280217], [1.533384, 0.173917, 5.531597], [1.597504, -1.185823, 5.826187], [1.612244, -2.085353, 4.805177], [1.512184, -1.689143, 3.474977], [1.425184, -0.271833, 3.214037], [1.559814, 0.888197, 6.341227], [1.835184, -1.474663, 6.839337], [1.716124, -3.117503, 5.105627], [1.403094, -2.379483, 2.651617], [1.308144, 0.054377, 2.191157]],
  "forces_ev_per_a": [[0.6, -0.5, -1.2], [-0.2, 1.7, 0.9], [-0.4, -0.1, -0.7], [2.2, 0.4, -0.2], [-0.5, 1.2, -0.9], [0.3, -0.2, -0.5], [-0.2, 0.5, 0.7], [0.3, -0.5, -0.5], [0.1, -0.4, 0.2], [0.0, 0.4, 0.3], [0.3, -0.1, 0.2], [-0.4, 0.1, 0.2], [0.0, -0.1, 0.1], [-0.2, -0.3, -0.2], [-0.5, 0.2, -0.4], [-0.5, 0.2, 0.5], [-0.2, 0.4, 0.2], [0.0, -0.6, 0.3], [0.1, -0.1, 1.0], [-0.8, -0.2, 0.4], [-0.2, -0.5, -0.2], [-0.3, -0.6, 0.6], [0.5, -0.7, -0.4], [0.0, -0.3, 0.2], [-0.1, -0.5, -0.3], [0.0, -0.2, 0.1], [-0.1, 0.8, -0.3], [-0.7, -2.3, -2.6], [-0.4, 0.7, 0.1], [1.4, 0.6, 1.0], [-0.3, 0.7, -0.8], [0.1, 1.0, 1.4], [-0.7, -0.6, -0.4], [0.6, 0.3, 1.3], [0.1, -0.4, 0.6], [-1.1, -1.4, -0.3], [-5.2, 5.2, 0.6], [1.0, 1.0, -1.1], [4.6, -4.2, 0.1], [0.5, -1.0, 0.5], [0.1, -0.2, 0.2], [0.2, -0.5, 0.1], [0.3, -0.4, 0.0], [-0.7, 0.4, -0.2], [0.6, 0.6, -0.6], [-0.3, 0.7, 0.2], [0.0, 0.6, 0.6], [0.4, -1.0, 0.9], [-0.1, -1.1, 0.6], [-0.9, 1.4, -2.0], [0.6, 1.5, -1.3], [0.4, -1.4, 2.0], [0.3, 0.0, 0.3], [0.2, 0.0, 0.0], [-0.2, -0.4, -0.2], [-0.6, 0.5, -1.1], [0.1, -0.1, 0.0], [-0.1, -0.1, 0.1], [-1.4, 0.0, 0.6], [-0.7, -0.4, 0.2], [1.1, -1.3, -0.6], [-0.6, 2.5, -0.9], [0.1, 0.4, 0.0], [-0.3, 0.1, 0.5], [0.9, -0.8, -0.3], [-0.4, -0.4, 0.1], [0.4, 0.0, -0.1], [0.3, 0.0, 0.0], [0.0, 0.1, -0.1], [0.7, 0.1, -0.1], [0.2, 1.4, 1.0], [0.0, -1.2, -0.9], [0.3, -3.5, -1.8], [-0.7, 3.8, 4.5], [-0.2, 0.2, -1.6], [1.1, -0.1, -0.9], [-0.3, -0.1, 0.6], [0.4, -0.4, 0.2], [0.0, -0.5, -0.6], [-0.4, 0.5, -0.2], [0.0, -0.3, 0.0], [-0.2, 0.2, 0.0], [-0.1, 0.7, 1.3], [-0.7, -1.5, -0.1], [1.7, 0.2, -1.6], [-1.6, 0.2, 1.2], [-1.6, -2.8, -0.8], [2.2, 2.8, 1.1], [0.6, -0.6, 0.0], [0.0, 0.3, 0.0], [-0.3, 0.3, -1.0], [-0.1, -0.8, -0.1], [-0.1, -0.2, -0.4], [-0.3, 0.7, 0.6], [0.8, -1.1, 0.1], [0.6, 1.9, -0.6], [0.6, -0.7, 1.0], [-2.1, -1.4, -0.3], [-0.2, 1.9, 0.4], [0.4, -0.4, 0.3], [-0.1, -0.7, -0.3], [-0.3, 0.3, -0.2], [0.1, 0.5, -0.1], [0.2, 0.0, -0.3], [0.1, -0.2, -0.1], [-0.1, 0.1, 0.3], [0.0, 0.8, -0.1], [0.4, -2.4, -2.2], [-0.3, 0.4, 2.2], [0.9, 1.4, 0.0], [-0.1, -1.2, -0.5], [-0.4, 2.7, 0.3], [-0.4, -1.3, 0.5], [0.0, 0.1, 0.2], [-0.4, -0.1, 0.1], [-0.1, -0.3, -0.4], [0.3, 0.0, 0.0], [0.0, 0.2, 0.0]],
  "total_charge": -1,
  "spin_multiplicity": 2,
  "homo_ev": [-0.094, -7.474],
  "s_squared": 0.750,
  "orbital_gap_ev": [2.2, 9.6]
}

---

Entry 2:
{
  "formula": "C35H58N3OP2Sn",
  "method": "ωB97M-V/def2-TZVPD",
  "species": ["C", "C", "C", "C", "C", "H", "H", "H", "N", "P", "P", "C", "H", "H", "C", "O", "C", "H", "C", "C", "C", "C", "C", "H", "H", "H", "C", "H", "H", "H", "C", "H", "H", "H", "C", "H", "H", "H", "C", "H", "H", "H", "C", "H", "H", "H", "C", "H", "H", "H", "C", "H", "H", "H", "C", "H", "H", "H", "C", "H", "H", "H", "C", "H", "H", "H", "C", "H", "H", "H", "Sn", "N", "C", "C", "C", "C", "C", "H", "H", "H", "H", "H", "H", "H", "H", "H", "N", "C", "C", "C", "C", "C", "C", "H", "H", "H", "H", "H", "H", "H"],
  "positions_angstrom": [[-0.547844, -2.395943, -1.587259], [1.675693, -2.384177, -0.740397], [-0.329574, -3.602564, -2.244579], [1.865044, -3.681842, -1.288432], [0.877362, -4.281686, -2.047753], [-1.134452, -4.003846, -2.854449], [2.834656, -4.144710, -1.121174], [1.026514, -5.263009, -2.494613], [0.428745, -1.787941, -0.886494], [-2.460510, -0.835397, -0.145506], [2.721265, 0.055952, 0.190940], [-1.931718, -1.739202, -1.666871], [-1.963449, -1.036423, -2.513526], [-2.682383, -2.512480, -1.893703], [-0.127081, 2.956868, 1.694325], [0.070865, 3.977961, 2.163775], [2.723748, -1.686109, -0.089365], [3.622282, -2.267968, 0.133237], [3.459882, 0.929345, -1.344375], [3.720684, 0.438622, 1.769439], [-3.703844, 0.570331, -0.609358], [-3.150055, -2.266325, 0.905487], [2.987042, 2.395000, -1.338760], [3.360239, 2.953091, -0.472675], [3.363847, 2.894982, -2.244652], [1.891733, 2.457739, -1.349181], [4.990503, 0.825552, -1.303063], [5.435873, 1.390962, -0.475814], [5.319444, -0.221440, -1.248682], [5.397451, 1.247854, -2.234602], [2.962908, 0.265917, -2.640710], [3.380397, 0.816032, -3.501675], [3.300931, -0.775453, -2.722141], [1.870181, 0.295683, -2.722280], [3.944379, 1.958278, 1.884367], [2.994294, 2.508988, 1.831794], [4.391363, 2.172780, 2.867286], [4.629658, 2.352827, 1.125531], [2.949729, -0.004167, 3.020410], [2.000260, 0.531319, 3.130482], [2.745210, -1.080782, 3.019586], [3.554692, 0.216949, 3.915248], [5.042298, -0.337660, 1.753142], [5.700803, -0.060490, 0.925233], [5.580715, -0.119241, 2.687739], [4.865985, -1.418698, 1.711409], [-3.494514, -1.683552, 2.288960], [-3.882820, -2.494672, 2.922657], [-2.635817, -1.236015, 2.807371], [-4.274661, -0.914067, 2.214568], [-2.139210, -3.433163, 1.016089], [-2.212372, -4.096876, 0.141938], [-1.089166, -3.130819, 1.107689], [-2.396629, -4.041981, 1.898778], [-4.416891, -2.858853, 0.266674], [-4.642378, -3.802611, 0.786430], [-5.291715, -2.214050, 0.387107], [-4.283770, -3.093975, -0.797086], [-3.662478, 0.823763, -2.122608], [-4.001268, -0.049578, -2.697755], [-4.349788, 1.652713, -2.358407], [-2.659394, 1.117232, -2.460315], [-3.280365, 1.861347, 0.120048], [-2.291178, 2.216291, -0.199740], [-4.014727, 2.647733, -0.119448], [-3.272172, 1.733557, 1.211630], [-5.140304, 0.228858, -0.198890], [-5.526349, -0.639776, -0.745994], [-5.243419, 0.075304, 0.883359], [-5.783909, 1.083326, -0.462034], [0.051435, 0.177480, 0.203873], [-0.208477, 1.245880, -1.891427], [-0.336956, 1.894483, -2.860956], [-0.366496, 2.771172, -4.070874], [0.772916, 2.343097, -4.997330], [-1.708954, 2.614134, -4.791817], [-0.191351, 4.227749, -3.633220], [1.748523, 2.515945, -4.522524], [0.688339, 1.276848, -5.244483], [0.744697, 2.911506, -5.935619], [-2.525364, 3.014792, -4.178472], [-1.700243, 3.160629, -5.743629], [-1.916335, 1.559861, -5.011623], [-0.245296, 4.897995, -4.500388], [-0.984282, 4.517557, -2.931777], [0.779072, 4.378921, -3.143749], [0.034675, -1.522108, 2.763956], [-0.123344, -0.981652, 4.049666], [0.441788, -1.621350, 5.168162], [0.219907, -1.094620, 6.442216], [-0.563493, 0.055276, 6.597043], [-1.082370, 0.718990, 5.477002], [-0.841661, 0.218107, 4.199610], [0.549734, -2.398149, 2.708864], [-0.814682, -1.541585, 2.198672], [1.007558, -2.546994, 5.022840], [0.625899, -1.607490, 7.315843], [-0.815016, 0.420504, 7.593831], [-1.700310, 1.615003, 5.582273], [-1.210386, 0.722404, 3.295680]],
  "forces_ev_per_a": [[-0.3, -0.7, -0.6], [0.6, 1.3, 0.6], [-1.1, 0.8, 0.3], [-0.4, -0.8, -0.4], [1.0, 0.4, 0.6], [0.2, -0.1, 0.2], [-0.3, 0.0, -0.1], [0.1, 0.2, 0.1], [-0.1, 0.4, 0.3], [-0.4, -0.9, 0.0], [0.2, -0.5, -0.6], [-0.2, -0.1, -0.6], [0.1, -0.2, 0.2], [0.4, 0.2, -0.1], [0.3, 2.5, 1.1], [-0.3, -1.9, -0.8], [0.0, -0.6, 0.0], [-0.2, 0.2, -0.3], [0.4, 0.0, 0.5], [0.0, 0.0, -0.4], [0.0, -0.5, 0.0], [-0.7, 0.4, -0.3], [0.3, 0.0, 0.0], [-0.1, -0.1, -0.2], [-0.1, 0.0, 0.2], [0.2, 0.0, 0.1], [0.1, 0.3, -0.5], [-0.1, -0.2, -0.3], [-0.1, 0.2, 0.0], [0.0, -0.1, 0.2], [0.1, -0.2, 0.1], [-0.1, -0.1, 0.3], [-0.2, 0.2, 0.1], [0.2, -0.1, 0.0], [0.2, 0.0, 0.1], [0.2, -0.1, 0.0], [-0.1, -0.1, -0.2], [-0.2, -0.1, 0.2], [-0.2, -0.1, 0.0], [0.1, -0.1, 0.0], [0.0, 0.2, -0.1], [-0.1, 0.0, -0.3], [0.3, 0.1, 0.1], [-0.2, -0.1, 0.2], [-0.1, -0.1, -0.2], [0.0, 0.2, 0.1], [-0.1, -0.2, 0.1], [0.1, 0.2, -0.1], [-0.2, -0.1, -0.1], [0.3, -0.2, 0.1], [0.1, 0.0, -0.2], [0.1, 0.3, 0.2], [-0.2, -0.1, -0.1], [0.0, 0.3, -0.2], [-0.3, -0.3, 0.4], [0.0, 0.1, -0.2], [0.3, -0.2, 0.0], [-0.1, 0.0, 0.2], [-0.1, 0.0, -0.1], [0.1, 0.2, 0.1], [0.2, -0.2, 0.1], [-0.4, -0.2, 0.1], [0.0, -0.1, 0.0], [-0.2, -0.1, 0.1], [0.2, -0.2, 0.1], [0.0, 0.0, -0.2], [-0.3, 0.2, -0.2], [0.1, 0.3, 0.2], [0.0, 0.0, -0.4], [0.2, -0.2, 0.1], [0.7, 0.3, 1.3], [-0.5, 1.6, -3.2], [0.6, -1.0, 2.1], [-0.2, 0.1, -0.3], [0.5, -0.4, 0.0], [-0.5, -0.3, 0.1], [0.1, 0.3, 0.5], [-0.2, -0.1, -0.1], [0.1, 0.2, 0.0], [-0.1, 0.0, 0.3], [0.1, -0.1, -0.2], [0.2, -0.1, 0.3], [0.0, 0.2, 0.0], [0.0, -0.3, 0.1], [0.2, 0.0, -0.1], [-0.2, 0.0, -0.1], [0.1, -0.1, -0.7], [0.0, 0.1, 0.4], [-0.3, 0.3, -0.2], [-0.2, 0.2, -0.3], [-0.2, 0.1, 0.0], [0.1, -0.2, 0.0], [0.2, -0.4, 0.0], [-0.3, 0.3, 0.1], [0.4, -0.2, 0.5], [-0.2, 0.3, 0.1], [-0.1, 0.2, -0.3], [0.2, -0.1, -0.3], [0.3, -0.3, 0.1], [0.1, -0.2, 0.4]],
  "e_above_lowest_ev": 0.000,
  "total_charge": 1,
  "homo_ev": -8.643,
  "orbital_gap_ev": 6.6
}